70
Properties=species:S:1:pos:R:3:mulliken_charge:R:1 method="wB97M-V/def2-TZVPD" de_lowest_kj_mol=4.9 orbital_gap_ev=1.0 homo_ev=-13.43 largest_force_ev_per_a=4.10 molar_mass_da=572.6 e_tot_ha=-3020.53948 total_charge=+2 spin_multiplicity=1
Be 1.0058 -0.5886 -7.1883 0.691
N -3.8705 1.3675 -5.0600 -0.422
H -2.9918 1.3392 -4.5628 0.303
H -4.2785 2.2559 -4.8062 0.403
H -4.4088 0.5398 -4.8473 0.311
H -3.5657 1.2699 -6.0180 0.402
C 0.3599 0.0419 -1.8267 -0.388
O 0.2094 0.5686 -3.1385 -0.199
H -0.3704 -0.7343 -1.5982 0.257
H 1.3237 -0.4201 -1.6127 0.307
H 0.3490 0.7971 -1.0408 0.325
O 5.4795 4.1438 2.6997 -0.583
S 6.0513 4.7470 1.4975 1.100
O 5.9514 6.1858 1.3130 -0.580
O 7.6416 4.2236 1.2434 -0.296
C 8.0913 3.0645 1.9363 -0.114
C 9.6146 2.9616 1.7808 -1.197
C 5.1809 3.9759 0.0316 -0.924
H 7.5604 2.2485 1.4461 0.262
H 7.7781 3.2009 2.9714 0.341
H 10.1135 3.9005 2.0211 0.328
H 9.8389 2.5720 0.7879 0.296
H 10.0928 2.2907 2.4944 0.377
H 4.2316 4.5113 0.0448 0.344
H 4.9310 2.9584 0.3323 0.321
H 5.7873 4.0961 -0.8662 0.326
O -6.0706 -1.7299 -3.1095 -0.591
S -6.3653 -2.7349 -2.0727 1.077
O -6.1659 -4.1531 -2.3260 -0.566
O -5.6691 -2.4088 -0.5987 -0.294
C -5.5987 -0.9702 -0.2515 -0.034
C -5.0015 -0.9410 1.1749 -1.242
C -8.1168 -2.4960 -1.5598 -0.957
H -6.6264 -0.6074 -0.2394 0.288
H -5.0739 -0.3498 -0.9779 0.234
H -4.8704 0.0676 1.5667 0.388
H -4.0824 -1.5237 1.2367 0.322
H -5.6853 -1.4238 1.8731 0.311
H -8.8528 -2.9604 -2.2161 0.372
H -8.3565 -1.4376 -1.4580 0.330
H -8.1912 -2.8954 -0.5484 0.362
O 0.0006 -4.6861 -5.1300 -0.607
S -0.4198 -6.0727 -5.3138 1.110
O 0.4162 -7.0146 -6.0443 -0.546
O -0.5997 -6.7314 -3.7888 -0.329
C -0.7833 -5.9343 -2.6354 -0.172
C 0.6202 -5.5592 -2.1737 -1.059
C -2.1969 -6.0612 -5.8395 -0.894
H -1.3350 -6.4567 -1.8539 0.380
H -1.2666 -4.9646 -2.7540 0.186
H 1.1600 -5.1031 -3.0036 0.286
H 1.2165 -6.4360 -1.9214 0.299
H 0.6185 -4.8738 -1.3262 0.349
H -2.6739 -6.9376 -5.4007 0.322
H -2.2398 -6.0966 -6.9280 0.383
H -2.7592 -5.1737 -5.5490 0.303
C 0.1044 3.6478 4.3449 -1.140
C -0.1585 3.6163 5.8489 -0.273
O 1.0504 3.8127 6.5329 -0.195
C 1.1036 3.9285 7.8687 0.313
O 0.1310 4.1017 8.6269 -0.536
C 2.6026 4.0708 8.3300 0.897
F 3.0357 2.8479 8.6224 -0.243
F 3.3503 4.6384 7.3743 -0.226
F 2.7057 4.7880 9.4386 -0.227
H -0.7608 3.3983 3.7308 0.380
H 0.7468 2.7831 4.1785 0.302
H 0.4894 4.6017 3.9845 0.302
H -0.5772 2.6359 6.0760 0.291
H -0.9606 4.2774 6.1770 0.355

---

59
Properties=species:S:1:pos:R:3:mulliken_charge:R:1 method="wB97M-V/def2-TZVPD" de_lowest_kj_mol=1255.0 orbital_gap_ev=3.0 homo_ev=-5.59 largest_force_ev_per_a=2.66 molar_mass_da=368.5 e_tot_ha=-1793.10284 total_charge=0 spin_multiplicity=1
Ca 20.8854 -24.0717 11.9199 1.304
C 18.7691 -18.6562 9.7462 -0.657
O 19.2774 -19.9709 9.7835 -0.717
H 18.5376 -18.1975 10.7075 0.207
H 19.4400 -17.9347 9.2800 0.201
H 17.8319 -18.5845 9.1943 0.196
C 24.6992 -27.3703 15.3528 -0.610
O 23.5000 -27.0370 14.7332 -0.720
H 25.3859 -26.5258 15.2950 0.148
H 24.6760 -27.6725 16.3998 0.232
H 25.2353 -28.1273 14.7803 0.209
C 16.8306 -23.7265 12.0226 -0.829
O 17.7911 -24.8235 11.8188 -0.170
C 17.0405 -26.0663 11.6117 -0.669
C 18.0044 -27.1218 10.9072 -0.937
N 18.8455 -26.4007 9.8996 -0.121
C 19.9384 -27.3168 9.4521 -0.767
C 20.7449 -26.5484 8.3503 -0.670
O 20.8294 -25.1816 8.5986 -0.207
C 21.0458 -24.3812 7.4011 -0.829
H 15.9316 -23.7227 11.4062 0.278
H 17.2090 -22.7044 12.0380 0.326
H 16.3587 -23.8360 12.9991 0.362
H 16.2087 -25.9249 10.9215 0.412
H 16.7281 -26.4631 12.5776 0.386
H 17.5514 -28.0952 10.7191 0.454
H 18.6340 -27.4783 11.7223 0.368
H 18.2795 -26.1712 9.0952 0.205
H 19.5341 -28.1862 8.9337 0.275
H 20.4670 -27.6832 10.3321 0.488
H 20.1748 -26.7006 7.4339 0.419
H 21.7233 -26.9646 8.1102 0.428
H 21.8212 -24.8573 6.8008 0.333
H 21.3196 -23.3444 7.5960 0.289
H 20.1514 -24.2553 6.7910 0.306
C 21.8258 -22.4284 15.7336 -0.843
O 22.5920 -22.3730 14.4831 -0.221
C 23.8134 -21.6432 14.6485 -0.500
C 24.5189 -21.4689 13.2281 -0.891
N 24.8617 -22.7940 12.5506 -0.098
C 26.0161 -22.6850 11.6667 -0.679
C 26.5483 -24.1012 11.1879 -0.456
O 27.6399 -24.0292 10.3395 -0.346
C 27.8020 -25.1760 9.5429 -0.776
H 21.2525 -23.3405 15.8995 0.326
H 21.3119 -21.4958 15.9664 0.331
H 22.5535 -22.5572 16.5349 0.298
H 24.4186 -22.3379 15.2308 0.390
H 23.6823 -20.6680 15.1174 0.371
H 25.3682 -20.7933 13.3298 0.390
H 23.9345 -20.8731 12.5270 0.396
H 25.2391 -23.4616 13.2079 0.194
H 26.8987 -22.2175 12.1031 0.307
H 25.6096 -22.1477 10.8098 0.330
H 25.7516 -24.6639 10.7013 0.330
H 26.8688 -24.6753 12.0572 0.304
H 27.0088 -25.4632 8.8527 0.311
H 27.8439 -26.1207 10.0849 0.343
H 28.7169 -24.9459 8.9968 0.265

---

69
Properties=species:S:1:pos:R:3:mulliken_charge:R:1 method="wB97M-V/def2-TZVPD" de_lowest_kj_mol=310.0 orbital_gap_ev="7.4 / 6.5" homo_ev="-7.06 / -6.90" s_squared=0.759 largest_force_ev_per_a=3.93 molar_mass_da=620.2 e_tot_ha=-4841.35487 total_charge=0 spin_multiplicity=2
Cu -0.6314 -0.8672 -0.2113 1.499
O 0.8308 -2.2876 -1.3461 -0.696
C -0.0681 -3.3513 -1.7367 -0.390
C -1.6088 -2.8687 -2.0942 -0.458
O -2.2154 -1.8945 -1.2753 -0.672
H -0.2045 -4.0940 -0.9506 0.043
H 0.4199 -3.9478 -2.5074 0.431
H -2.2532 -3.6666 -2.4633 0.413
H -1.5082 -2.2945 -3.0152 0.064
O 3.0931 1.1325 2.1051 -0.619
S 2.6137 0.5489 0.8772 0.788
O 1.2430 0.0579 0.7966 -0.306
O 2.8617 1.4826 -0.4840 0.099
C 4.1796 2.0442 -0.6416 -0.405
C 4.2445 3.1984 -1.6282 -1.133
C 3.6711 -0.8450 0.4622 -0.648
H 4.9181 1.3320 -1.0096 0.360
H 4.5435 2.5241 0.2669 0.320
H 3.9049 4.1100 -1.1365 0.322
H 3.5444 2.9322 -2.4201 0.192
H 5.1731 3.2095 -2.1989 0.364
H 3.1908 -1.6709 0.9869 -0.194
H 4.6932 -0.7462 0.8278 0.438
H 3.7999 -1.0349 -0.6033 0.374
O -1.8201 0.4833 1.0081 -0.385
S -2.6249 1.6997 1.2048 1.045
O -2.5907 2.7680 0.2663 -0.626
O -4.2123 1.2465 1.3717 -0.244
C -5.0781 2.3305 1.7514 -0.338
C -6.4465 2.2437 1.0288 -1.290
C -2.3114 2.3497 2.9040 -1.063
H -4.6360 3.2896 1.4815 0.436
H -5.2531 2.5009 2.8136 0.351
H -6.8737 1.2795 1.3043 0.311
H -6.2728 2.2608 -0.0471 0.303
H -7.1371 3.0572 1.2510 0.375
H -2.6901 1.6090 3.6082 0.380
H -2.9562 3.2148 3.0586 0.383
H -1.2412 2.5250 3.0140 0.367
O 0.7212 3.0091 -2.4417 -0.609
S 0.0916 1.7028 -2.5050 0.926
O -0.3689 0.9685 -1.3196 -0.215
O -1.1870 1.7739 -3.5610 -0.358
C -2.3189 0.9583 -3.5385 0.514
C -2.8544 0.7612 -4.9563 -1.363
C 1.0825 0.5766 -3.5937 -0.712
H -2.9985 1.5589 -2.9339 0.256
H -2.0754 -0.0294 -3.1470 -0.197
H -3.4433 -0.1541 -4.8962 0.385
H -2.0487 0.6065 -5.6739 0.303
H -3.3982 1.6357 -5.3135 0.364
H 1.3540 1.0269 -4.5485 0.416
H 0.4304 -0.2699 -3.8087 0.205
H 1.9530 0.3046 -2.9969 0.171
O -0.2561 -3.3602 3.9040 -0.630
S 0.2916 -2.8900 2.6362 0.694
O -0.4955 -2.0987 1.6644 -0.360
O 1.6244 -1.9397 2.9552 -0.101
C 2.4498 -2.3699 4.0099 -0.399
C 3.4162 -1.2156 4.3987 -1.223
C 1.2979 -4.2826 1.8331 -1.026
H 3.1308 -3.0911 3.5580 0.275
H 1.9389 -2.7952 4.8738 0.443
H 4.1288 -1.4454 5.1908 0.430
H 2.8646 -0.4209 4.9011 0.319
H 4.0492 -0.7375 3.6512 0.217
H 1.8559 -4.9008 2.5363 0.394
H 1.9346 -3.8021 1.0902 0.262
H 0.5381 -4.9411 1.4121 0.424